1.
# C35H57FI2MnN12O5SbSi4Te

A molecular structure, C35H57FI2MnN12O5SbSi4Te in a non-equilibrium geometry (the ωB97M-V functional and the def2-TZVPD basis, the Open Molecules 2025 dataset).

Output
Relative energy (zero: lowest compared OMol25 entry of this formula, charge and spin): 0.186 eV
Charge: +1
LUMO energy (spin up / spin down): -4.3 / -4.4 eV
Kohn-Sham gap (spin up / spin down): 5.468 / 5.503 eV
Multiplicity: 2

```
119
Properties=species:S:1:pos:R:3:forces:R:3
Mn 0.0859 0.1636 -1.0305 -0.588 1.006 -1.604
N -2.6994 1.9765 -0.1240 0.056 -0.133 0.058
C -1.9730 1.4011 0.9199 -0.069 -0.057 -0.553
N -2.4802 0.8242 1.9815 0.194 -0.124 -0.018
N -1.4160 0.1879 2.5117 -0.591 -0.245 0.448
N -0.3401 0.3775 1.8096 0.301 0.250 -0.219
N -0.6496 1.1316 0.7774 -0.116 -0.278 0.612
C -2.9087 0.9743 -1.1173 0.202 0.259 0.468
N -4.0881 0.6035 -1.5356 -0.103 -0.309 -0.218
N -3.8221 -0.4795 -2.3103 0.318 0.137 0.055
N -2.5543 -0.7313 -2.3211 -0.254 0.336 0.044
N -1.9164 0.2135 -1.5678 -0.216 -0.409 -0.125
H -3.5966 2.3272 0.1898 -0.043 0.021 -0.003
I -0.7592 -4.4087 -3.3390 -0.006 -0.044 -0.020
C 0.7232 -3.0007 -3.7012 0.031 -0.170 -0.152
C 1.6691 -3.1965 -4.7344 -0.166 -0.047 0.116
C 2.6710 -2.2956 -4.9519 0.114 0.042 -0.069
I 4.0866 -2.7069 -6.4260 0.016 0.014 -0.017
C 2.7523 -1.1101 -4.1726 0.001 0.085 0.020
C 3.7935 -0.1534 -4.2054 -0.020 -0.135 -0.099
C 3.7712 0.8900 -3.3256 0.076 0.157 0.012
C 2.6679 1.0550 -2.4713 -0.001 0.159 -0.076
N 1.6524 0.2271 -2.4483 0.482 -0.415 -0.207
C 1.7370 -0.8904 -3.2252 -0.092 0.035 0.161
C 0.7620 -1.8785 -2.9139 -0.083 0.132 0.334
O -0.0103 -1.6507 -1.8726 0.230 -0.111 0.023
H 1.6105 -4.0915 -5.3399 -0.032 0.016 0.034
H 4.6127 -0.2735 -4.9046 -0.048 -0.002 0.036
H 4.5772 1.6120 -3.2932 -0.056 -0.024 -0.001
H 2.6226 1.8967 -1.7925 -0.027 0.082 -0.026
F 5.2416 2.3717 -0.7802 0.052 0.078 -0.056
C 4.6450 1.9097 0.3176 0.003 0.226 0.071
C 4.3612 0.6224 0.4516 -0.116 -0.424 0.129
N 3.7308 0.1206 1.5838 0.375 0.151 0.048
C 3.1664 -1.2034 1.5632 0.147 -0.050 -0.054
C 1.8852 -1.1771 0.7691 -0.334 0.218 -0.196
O 1.0835 -2.1794 0.9696 -0.360 0.010 -0.109
O 1.6931 -0.2243 0.0223 0.296 -0.374 0.551
C 3.3163 0.9525 2.6125 -0.146 0.065 -0.121
O 2.6684 0.5469 3.5606 0.273 0.089 -0.207
N 3.6753 2.2697 2.4542 0.089 -0.031 -0.060
C 4.2894 2.8815 1.3478 -0.105 -0.011 0.156
O 4.4659 4.0692 1.2967 0.028 -0.006 0.009
H 4.6076 -0.0862 -0.3293 -0.022 -0.024 0.072
H 2.9447 -1.5052 2.5779 0.048 -0.093 0.111
H 3.8623 -1.9153 1.1188 0.022 -0.028 -0.004
H 3.3957 2.8908 3.2003 -0.024 0.037 0.025
C -2.0877 4.7406 -3.7649 -0.130 -0.098 -0.063
C -2.0356 3.3594 -3.1119 0.139 0.028 -0.062
C -2.3284 2.2714 -4.1507 -0.125 0.071 0.010
Sb -0.1806 2.9289 -2.0518 0.161 0.487 -0.053
C -0.1529 4.3332 -0.3847 0.086 0.075 -0.101
C 1.0405 3.9993 0.5226 -0.065 0.056 0.000
C -0.1555 5.8159 -0.7651 0.043 -0.056 0.122
C 1.0713 4.0661 -3.4342 0.081 -0.102 0.042
C 2.4404 4.5277 -2.9241 -0.103 -0.003 -0.148
C 1.1802 3.3480 -4.7824 0.066 0.186 0.029
H -3.0966 4.9166 -4.1541 0.063 -0.015 0.009
H -1.4049 4.8060 -4.6162 -0.049 -0.003 0.056
H -1.8557 5.5544 -3.0807 -0.001 0.002 0.012
H -2.7869 3.3150 -2.3247 -0.065 0.005 0.030
H -1.7320 2.4232 -5.0519 -0.017 -0.003 0.008
H -3.3800 2.3159 -4.4489 0.044 0.010 -0.011
H -2.1358 1.2615 -3.7959 0.004 -0.026 0.022
H -1.0816 4.1083 0.1442 0.011 -0.010 0.053
H 1.9869 4.3080 0.0709 -0.052 -0.005 0.022
H 1.1099 2.9312 0.7511 -0.028 0.061 -0.039
H 0.9567 4.5383 1.4740 0.025 -0.016 -0.066
H 0.6825 6.0770 -1.4162 -0.076 -0.015 0.052
H -0.0655 6.4334 0.1365 -0.001 -0.045 -0.055
H -1.0764 6.1108 -1.2654 0.001 -0.013 0.004
H 0.4517 4.9547 -3.5669 0.051 0.016 -0.004
H 3.1934 3.7444 -3.0021 0.020 -0.091 0.031
H 2.4263 4.8796 -1.8945 -0.004 -0.008 0.014
H 2.7973 5.3605 -3.5392 -0.004 -0.059 0.000
H 1.7593 2.4255 -4.7063 0.007 -0.020 0.026
H 1.6873 3.9897 -5.5128 -0.023 -0.049 0.053
H 0.2050 3.0917 -5.1957 0.027 0.017 0.012
C -1.1612 -2.7985 6.0312 -0.224 -0.117 0.163
Si -0.1554 -1.8313 4.8030 0.064 -0.336 0.073
C 1.4469 -2.7134 4.4546 0.289 -0.119 -0.083
C 0.1190 -0.0934 5.3489 -0.101 0.399 -0.051
Si -1.5907 -1.6984 2.9274 0.012 0.803 -0.366
Te -0.9556 -2.1794 0.4251 0.351 -0.754 0.735
Si -3.9389 -2.1069 2.8540 0.077 -0.087 0.095
C -4.4548 -2.2677 1.0693 0.167 0.051 -0.303
C -4.1874 -3.7247 3.7433 -0.064 -0.232 0.138
C -4.7992 -0.7367 3.7484 0.000 0.266 0.242
Si -0.6464 -4.7269 0.8528 -0.211 -0.450 -0.044
C -2.1401 -5.5197 0.0915 -0.242 0.026 -0.163
C -0.6259 -5.0559 2.6719 0.053 0.135 0.380
C 0.9793 -5.1455 0.0961 0.310 0.183 -0.205
H -0.6256 -2.8426 6.9866 -0.056 -0.012 -0.091
H -1.3274 -3.8263 5.6923 0.001 0.074 0.069
H -2.1356 -2.3337 6.2182 0.100 -0.069 0.014
H 2.2812 -2.0396 4.6749 -0.060 -0.079 -0.008
H 1.5299 -3.0405 3.4158 0.084 0.078 0.094
H 1.5349 -3.5969 5.0939 0.039 0.070 -0.047
H 0.5498 -0.1224 6.3556 -0.009 0.035 -0.056
H -0.8084 0.4868 5.3894 0.099 -0.054 0.053
H 0.8267 0.4094 4.6832 -0.138 -0.041 0.151
H -4.4934 -3.3209 0.7750 -0.021 0.066 -0.024
H -3.8171 -1.7363 0.3498 -0.137 0.003 0.049
H -5.4508 -1.8385 0.9312 0.005 -0.074 -0.012
H -3.8285 -4.5738 3.1537 -0.047 0.032 0.071
H -5.2612 -3.8741 3.9125 0.131 -0.015 -0.024
H -3.6927 -3.7453 4.7208 -0.095 -0.006 -0.128
H -4.4387 0.2402 3.4231 -0.111 -0.063 0.028
H -4.6442 -0.8258 4.8290 -0.051 0.038 -0.091
H -5.8748 -0.7934 3.5520 0.068 -0.018 0.038
H -2.8329 -5.8487 0.8721 0.033 0.035 -0.083
H -1.8310 -6.3991 -0.4830 -0.040 0.072 0.057
H -2.6754 -4.8562 -0.5936 0.023 -0.105 0.023
H -1.5612 -4.7643 3.1620 0.078 -0.065 -0.019
H 0.2098 -4.5648 3.1794 -0.158 -0.158 -0.076
H -0.5085 -6.1400 2.8033 -0.029 0.113 0.012
H 1.1598 -4.5824 -0.8228 0.027 -0.102 0.033
H 0.9937 -6.2116 -0.1543 -0.015 0.080 0.032
H 1.7862 -4.9357 0.8022 -0.025 -0.040 -0.063
```
Positions in Å, forces in eV/Å.

2.
# C35H58ClFNO8P2S

3 unconnected molecules or ions with the total composition C35H58ClFNO8P2S in a non-equilibrium geometry (the ωB97M-V functional and the def2-TZVPD basis, the Open Molecules 2025 dataset).

Output
Charge: -1
LUMO energy: -0.4 eV
Kohn-Sham gap: 4.521 eV

```
107
Properties=species:S:1:pos:R:3:forces:R:3
C -5.2931 2.8258 -0.8821 0.030 -0.081 -0.077
C -3.8976 2.2784 -1.1971 -0.165 0.263 -0.192
C -3.8407 1.4720 -2.5071 0.100 -0.068 0.510
C -3.8895 -0.0546 -2.3289 -0.172 0.112 -0.383
C -5.2945 -0.6760 -2.4581 0.097 -0.286 0.182
C -5.9111 -1.3429 -1.2135 -0.105 0.230 0.050
C -5.5961 -0.7274 0.1602 -0.093 -0.220 0.117
C -4.7902 -1.6366 1.0993 0.207 0.398 0.125
C -3.5278 -2.2716 0.5135 0.090 -0.288 0.053
C -3.2884 -3.6966 1.0227 -0.301 0.296 0.082
C -2.8623 -3.8386 2.4791 0.213 -0.192 0.158
C -1.5497 -3.1310 2.8785 -0.383 0.066 -0.002
C -1.7388 -1.9541 3.8505 -0.318 0.008 -0.208
C -0.8767 -0.7063 3.6338 -0.040 -0.379 0.018
P 0.9713 -0.6804 4.0041 0.328 0.568 -1.166
P 0.7575 1.0410 5.5482 -0.635 -0.252 0.512
N -0.4514 1.2314 6.5572 -0.001 0.104 -0.384
S 0.9381 -2.2457 5.7506 0.035 0.557 0.250
O -0.1458 -2.0987 6.6847 -0.325 -0.135 0.142
O 2.2676 -2.2965 6.2894 0.340 -0.090 0.104
F 0.7281 -3.7139 5.1350 -0.132 -0.373 -0.190
O 1.2775 -1.9446 2.8529 -0.099 0.083 0.217
C 1.9281 -1.4942 1.6888 0.259 0.008 -0.306
C 1.0412 -1.7699 0.4732 -0.053 0.030 0.070
C 1.7932 -1.8748 -0.8591 -0.241 -0.091 -0.056
C 1.0715 -1.2263 -2.0306 -0.014 -0.133 -0.061
Cl -0.0476 -2.3902 -2.8412 -0.131 -0.054 0.015
C 2.3436 -0.0316 1.9893 0.162 -0.455 -0.567
C 2.6812 0.9430 0.8564 -0.105 0.414 0.225
C 3.6110 2.0170 1.4442 -0.028 -0.254 0.004
C 1.4118 1.5346 0.1833 0.346 -0.045 -0.323
C 1.3541 3.0559 0.0653 -0.236 -0.233 -0.052
O 1.3241 0.4901 2.7864 -0.087 0.000 0.494
H -5.4294 3.0299 0.1780 0.014 0.033 0.082
H -5.4651 3.7552 -1.4232 -0.057 0.060 -0.068
H -6.0688 2.1275 -1.1946 -0.073 -0.101 0.084
H -3.5320 1.6823 -0.3629 0.090 -0.126 0.019
H -3.2195 3.1271 -1.2844 0.107 0.047 0.115
H -4.6768 1.7809 -3.1341 0.007 0.081 -0.235
H -2.9255 1.7323 -3.0348 0.095 0.018 -0.087
H -3.4217 -0.3284 -1.3858 0.049 -0.015 0.069
H -3.2698 -0.4895 -3.1126 0.113 -0.089 0.026
H -5.9954 0.0675 -2.8358 0.016 0.195 -0.010
H -5.2442 -1.4465 -3.2284 -0.121 -0.003 -0.125
H -5.6524 -2.4007 -1.2004 0.094 -0.100 0.038
H -6.9927 -1.3098 -1.3457 -0.092 -0.133 -0.079
H -5.1073 0.2417 0.0785 0.079 0.018 -0.182
H -6.5477 -0.5342 0.6561 -0.018 0.172 0.113
H -5.4549 -2.4005 1.5049 -0.038 -0.217 -0.111
H -4.4831 -1.0345 1.9571 -0.142 -0.018 0.161
H -2.6675 -1.6401 0.7436 0.138 0.046 -0.068
H -3.5852 -2.3376 -0.5732 -0.055 0.101 -0.073
H -4.2487 -4.2095 0.9170 0.022 -0.254 -0.158
H -2.5745 -4.2089 0.3771 0.151 0.015 -0.035
H -3.6814 -3.5386 3.1366 -0.041 0.128 0.057
H -2.7272 -4.9080 2.6528 -0.126 -0.093 0.069
H -1.0500 -2.7816 1.9800 0.131 0.007 -0.073
H -0.9199 -3.8791 3.3405 0.426 0.021 -0.030
H -1.6701 -2.3056 4.8744 0.041 -0.030 0.181
H -2.7780 -1.6274 3.7387 -0.059 0.153 0.016
H -1.3443 0.1330 4.1479 0.071 0.057 0.208
H -0.9088 -0.4588 2.5718 0.122 0.029 -0.124
H 2.3510 -0.7012 4.3690 -0.104 -0.103 0.242
H 2.0322 1.0272 6.1719 0.160 0.038 -0.118
H 0.8959 2.1895 4.7379 0.248 0.028 -0.044
H -1.0529 0.4151 6.5599 0.101 -0.087 0.243
H 2.8567 -2.0669 1.5440 -0.010 -0.096 0.052
H 0.5606 -2.7232 0.6815 -0.113 -0.032 -0.005
H 0.2453 -1.0248 0.4085 -0.041 0.045 0.038
H 1.9067 -2.9281 -1.1107 0.260 -0.091 0.004
H 2.8006 -1.4679 -0.7817 0.034 0.180 -0.004
H 1.7447 -0.8843 -2.8102 0.058 0.017 -0.065
H 0.4302 -0.4120 -1.7181 0.024 0.116 0.008
H 3.2822 -0.1460 2.5472 -0.084 0.108 0.350
H 3.2731 0.4150 0.1077 -0.003 -0.155 -0.054
H 4.4449 1.5311 1.9503 0.087 -0.038 -0.004
H 4.0277 2.6675 0.6808 -0.076 0.183 -0.065
H 3.0900 2.6085 2.1924 -0.043 0.136 0.037
H 1.3695 1.1553 -0.8396 -0.103 -0.093 0.020
H 0.5294 1.1758 0.7070 -0.067 0.017 0.059
H 2.1931 3.4351 -0.5080 0.149 0.122 0.075
H 1.3201 3.5390 1.0373 0.089 0.099 0.086
H 0.4489 3.3382 -0.4722 -0.137 0.031 -0.007
C 3.9935 8.2774 -2.1152 0.001 -0.012 0.002
C 4.0349 7.2639 -1.2553 0.000 0.013 -0.015
C 3.9344 5.8563 -1.7197 -0.030 0.004 0.002
O 3.9708 4.9334 -0.9371 0.112 0.028 -0.023
C 3.7826 5.6236 -3.1793 -0.001 0.012 -0.007
C 3.7409 6.6379 -4.0382 0.003 -0.003 0.013
C 3.8451 8.0452 -3.5746 -0.002 -0.010 0.007
O 3.8106 8.9696 -4.3583 0.004 0.006 -0.006
H 4.0643 9.3115 -1.8030 -0.004 0.007 -0.019
H 4.1414 7.4054 -0.1874 -0.005 -0.023 0.005
H 3.7079 4.5894 -3.4909 -0.003 -0.007 0.022
H 3.6302 6.4952 -5.1056 -0.002 0.021 -0.004
C 5.3455 -2.8889 -5.2052 -0.002 -0.014 -0.001
C 5.8969 -3.9520 -4.6282 -0.008 0.014 0.003
C 5.0725 -4.9382 -3.8813 -0.005 0.009 -0.005
O 5.5795 -5.9082 -3.3612 0.002 -0.016 -0.008
C 3.6112 -4.6892 -3.8037 0.010 0.008 0.005
C 3.0567 -3.6280 -4.3842 0.001 -0.013 -0.021
C 3.8813 -2.6435 -5.1297 0.015 -0.009 0.032
O 3.3848 -1.6708 -5.6563 -0.007 0.016 0.000
H 5.9237 -2.1551 -5.7524 -0.019 0.012 -0.005
H 6.9597 -4.1540 -4.6687 -0.001 -0.017 0.018
H 3.0319 -5.4181 -3.2509 0.011 -0.003 0.011
H 1.9928 -3.4303 -4.3362 0.009 0.042 0.005
```
Positions in Å, forces in eV/Å.

Number 1: energy -160914.746 eV. Number 2: energy -99757.405 eV.